DFT (wB97M-V/def2-TZVPD) results for 9 unconnected molecules or ions with the total composition C36H99N9O9 at a distorted geometry.

Atoms and positions in Å:
N1 -7.242 -23.553 13.698
H1 -10.073 -29.316 12.255
C1 -9.945 -23.903 1.673
N2 -5.264 -27.158 6.334
H2 -13.934 -29.148 8.406
H3 -14.169 -21.106 4.695
H4 -9.794 -24.860 1.167
H5 -12.274 -21.734 6.340
C2 -7.962 -29.004 12.271
O1 -13.438 -20.326 11.028
C3 -7.363 -23.564 1.830
H6 -7.646 -28.388 6.000
H7 -10.435 -21.434 8.318
C4 -11.004 -20.684 10.301
H8 -9.677 -21.941 11.177
C5 -10.493 -21.703 1.048
C6 -5.870 -27.535 5.038
H9 -13.246 -20.585 7.141
H10 -8.941 -22.599 9.355
H11 -9.082 -32.889 9.389
N3 -8.563 -24.665 3.562
H12 -9.725 -21.171 1.623
H13 -7.724 -32.077 8.712
H14 -14.059 -22.267 11.583
H15 -10.428 -19.629 8.574
H16 -8.020 -25.455 3.234
H17 -11.415 -24.398 7.143
O2 -9.541 -22.794 15.118
H18 -3.962 -21.936 9.117
H19 -10.488 -24.465 14.276
C7 -7.108 -25.215 9.364
H20 -7.123 -24.467 1.258
H21 -10.151 -31.236 10.771
H22 -12.092 -28.372 6.770
O3 -2.147 -22.349 10.019
H23 -3.926 -21.651 10.861
H24 -9.221 -30.001 9.931
C8 -15.153 -17.449 6.172
H25 -7.039 -23.804 7.723
C9 -10.677 -22.437 15.869
H26 -4.300 -24.607 2.822
H27 -11.540 -26.002 9.433
H28 -9.722 -31.540 13.237
H29 -8.912 -23.824 12.615
C10 -13.350 -20.444 4.972
H30 -11.238 -23.402 5.772
C11 -8.535 -24.259 13.548
H31 -1.732 -23.760 11.460
C12 -13.725 -21.310 12.001
H32 -14.286 -16.821 6.392
O4 -8.069 -31.507 10.695
H33 -7.635 -25.679 12.225
H34 -10.421 -24.992 5.785
H35 -6.104 -26.409 3.106
H36 -9.152 -20.494 9.097
C13 -9.532 -24.129 14.692
C14 -3.567 -22.302 10.062
C15 -3.897 -25.603 2.629
H37 -0.363 -20.416 11.572
H38 -10.630 -19.834 10.886
H39 0.265 -23.782 13.006
H40 0.483 -22.986 10.585
H41 -4.126 -25.998 1.634
H42 -8.687 -25.377 7.152
H43 -7.654 -26.158 13.903
C16 -5.560 -26.404 4.062
C17 -9.211 -30.671 10.797
H44 -10.680 -21.055 0.191
H45 -10.842 -23.987 2.291
H46 -8.023 -27.655 4.411
H47 -2.118 -22.155 12.089
H48 -8.037 -28.422 13.185
H49 -13.473 -27.487 11.975
H50 -9.193 -24.792 15.499
C18 -12.494 -20.605 10.020
H51 -12.794 -21.405 9.331
H52 -11.557 -22.347 15.227
H53 -11.400 -26.934 7.139
N4 0.282 -21.032 11.074
H54 -11.982 -27.976 12.929
C19 -13.900 -19.005 4.990
C20 -10.677 -24.111 6.380
H55 -8.028 -28.271 11.455
H56 -15.690 -17.120 5.275
H57 -12.785 -21.615 12.473
H58 -12.688 -20.444 2.969
H59 -8.053 -23.405 10.432
H60 -6.503 -23.377 2.471
C21 -7.719 -24.055 8.548
H61 -11.123 -21.970 11.954
H62 -11.384 -21.691 1.681
N5 -12.301 -20.529 3.906
O5 -9.547 -23.566 7.015
H63 -7.685 -26.639 5.716
H64 -7.420 -22.585 13.957
H65 -4.294 -26.900 6.189
H66 -8.077 -24.466 4.427
H67 -5.747 -26.323 6.653
C22 -12.587 -20.691 6.273
H68 -5.740 -25.422 4.517
C23 -1.616 -22.682 11.268
H69 -3.977 -23.304 10.209
H70 -2.810 -25.477 2.603
H71 -12.584 -19.723 9.376
H72 -8.780 -22.647 3.018
H73 -0.074 -20.895 10.121
H74 -9.124 -26.373 12.968
C24 0.389 -22.731 12.743
H75 -5.430 -28.509 4.831
H76 -8.099 -31.288 13.404
C25 -9.175 -29.917 12.136
H77 -15.875 -17.278 6.972
N6 -10.682 -21.933 11.048
H78 -11.877 -19.611 4.049
H79 -6.711 -25.992 8.701
H80 -7.368 -22.742 1.100
O6 -14.781 -18.800 6.058
H81 -10.857 -23.207 16.631
H82 -6.289 -25.060 10.067
H83 -9.628 -25.067 8.556
H84 -13.071 -26.182 10.153
H85 -12.556 -28.941 11.552
H86 -14.433 -20.888 12.705
C26 -8.124 -32.446 9.673
H87 -13.041 -26.888 7.242
H88 -0.062 -22.028 13.451
O7 -10.061 -22.967 0.627
C27 -8.268 -25.717 13.109
H89 -6.898 -23.924 14.589
C28 -12.415 -27.961 8.992
C29 -0.101 -22.432 11.323
H90 1.427 -22.430 12.897
H91 -13.926 -28.898 9.999
H92 -10.497 -21.534 16.449
H93 -11.615 -28.705 9.079
H94 -6.981 -29.456 12.139
C30 -10.235 -20.616 9.012
H95 -7.386 -33.240 9.817
C31 -8.702 -23.628 2.541
C32 -8.967 -24.565 7.839
H96 -11.722 -20.062 6.478
C33 -12.163 -26.748 9.926
C34 -12.472 -27.925 11.959
N7 -8.036 -23.031 9.493
O8 -11.563 -27.205 11.144
N8 -8.989 -30.839 13.272
H97 -14.376 -18.604 4.082
C35 -7.382 -27.604 5.294
N9 -13.790 -28.430 9.110
H98 -7.875 -25.734 9.949
H99 -13.003 -18.365 5.095
C36 -12.221 -27.569 7.498
O9 -4.195 -26.519 3.654

Output
ΔE to the lowest compared entry with this formula, charge and spin	3.943	eV
HOMO-LUMO gap	9.527	eV
LUMO energy	0.6	eV
HOMO level	-8.98	eV
total charge	0
strongest force on any atom	2.9	eV/A
structure (SMILES)	COC[C@H](C)N.COC[C@H](C)N.COC[C@H](C)N.COC[C@H](C)N.COC[C@H](C)N.COC[C@H](C)N.COC[C@H](C)N.COC[C@H](C)N.COC[C@H](C)N

These are the Mulliken partial charges, in e, on atoms 1 to 99: number 1, N, carries -0.6979; number 2, H, carries -0.6336; number 3, C, carries -0.7657; number 4, N, carries -0.6508; number 5, H, carries 0.2815; number 6, H, carries 0.5432; number 7, H, carries 0.3126; number 8, H, carries -0.2951; number 9, C, carries -1.2444; number 10, O, carries -0.4057; number 11, C, carries -1.4865; number 12, H, carries 0.3326; number 13, H, carries 0.1611; number 14, C, carries 1.0938; number 15, H, carries 0.1894; number 16, C, carries -0.6566; number 17, C, carries 0.2223; number 18, H, carries 0.3418; number 19, H, carries 0.1674; number 20, H, carries 0.3103; number 21, N, carries -0.3070; number 22, H, carries 0.2625; number 23, H, carries 0.2638; number 24, H, carries 0.2667; number 25, H, carries 0.5180; number 26, H, carries 0.0544; number 27, H, carries 0.3496; number 28, O, carries -0.3072; number 29, H, carries 0.2898; number 30, H, carries 0.4083; number 31, C, carries -1.1755; number 32, H, carries 0.3562; number 33, H, carries 0.4907; number 34, H, carries 0.4156; number 35, O, carries -0.3381; number 36, H, carries 0.3608; number 37, H, carries 0.3401; number 38, C, carries -0.7930; number 39, H, carries 0.2187; number 40, C, carries -0.7096; number 41, H, carries 0.2435; number 42, H, carries -0.2533; number 43, H, carries 0.2180; number 44, H, carries -0.7800; number 45, C, carries -0.0498; number 46, H, carries 0.0895; number 47, C, carries 1.5725; number 48, H, carries 0.3245; number 49, C, carries -0.2873; number 50, H, carries 0.3278; number 51, O, carries -0.3304; number 52, H, carries 0.2293; number 53, H, carries 0.3602; number 54, H, carries 0.3500; number 55, H, carries 0.5382; number 56, C, carries -0.8494; number 57, C, carries -0.7365; number 58, C, carries -0.6792; number 59, H, carries 0.2718; number 60, H, carries 0.1456; number 61, H, carries 0.3709; number 62, H, carries 0.3739; number 63, H, carries 0.2773; number 64, H, carries -0.3633; number 65, H, carries 0.3832; number 66, C, carries -0.4166; number 67, C, carries -0.8090; number 68, H, carries 0.3626; number 69, H, carries 0.3157; number 70, H, carries 0.4287; number 71, H, carries 0.3361; number 72, H, carries 0.4646; number 73, H, carries 0.3928; number 74, H, carries 0.4001; number 75, C, carries -0.9591; number 76, H, carries 0.4089; number 77, H, carries 0.1992; number 78, H, carries 0.2522; number 79, N, carries -0.7778; number 80, H, carries 0.2906; number 81, C, carries -0.9234; number 82, C, carries -0.6125; number 83, H, carries 0.0155; number 84, H, carries 0.3217; number 85, H, carries -0.1047; number 86, H, carries 0.3422; number 87, H, carries 0.1541; number 88, H, carries 0.3308; number 89, C, carries 0.6727; number 90, H, carries -0.0833; number 91, H, carries 0.1930; number 92, N, carries -0.4999; number 93, O, carries -0.3477; number 94, H, carries -0.3872; number 95, H, carries 0.3203; number 96, H, carries 0.2888; number 97, H, carries 0.1491; number 98, H, carries 0.1015; number 99, C, carries -0.7850

DFT (wB97M-V/def2-TZVPD) results for a molecular structure, C53H60BCl3N7OSW at a distorted geometry.

Atoms and positions in Å:
H1 1.841 -4.586 2.876
C1 0.986 -5.077 2.403
H2 1.995 -6.387 -1.844
H3 1.316 4.637 -2.290
H4 0.495 -6.213 4.188
H5 -3.751 5.071 -1.874
C2 0.093 -0.750 3.153
N1 -2.266 1.678 0.593
C3 -1.169 0.720 -3.018
C4 0.269 -2.074 2.948
C5 -2.107 2.602 1.528
H6 1.796 0.021 6.073
C6 0.214 1.247 4.222
Cl1 4.686 8.091 1.899
N2 -3.199 -1.438 -1.093
N3 1.515 3.469 -0.594
C7 -2.463 7.059 0.339
H7 -4.078 0.244 1.670
H8 0.715 -1.888 7.278
C8 2.547 5.692 1.674
C9 -1.748 -1.441 -1.508
O1 2.557 6.283 0.371
H9 -3.668 5.703 1.753
H10 -1.345 1.781 -2.823
C10 -3.067 3.707 1.340
C11 -4.102 -0.728 1.171
H11 -6.225 -1.032 1.405
H12 3.396 3.032 0.336
H13 0.147 -6.465 -0.152
C12 -4.673 4.494 -1.805
H14 -4.069 5.340 4.210
C13 -3.856 1.247 -1.126
C14 -3.381 2.076 -0.188
C15 0.036 -4.360 0.128
H15 1.880 6.733 -1.408
C16 -1.690 -0.068 -1.861
H16 3.931 -0.463 -1.612
C17 -4.016 4.501 3.516
C18 -3.046 0.035 -1.191
C19 2.372 2.738 0.193
C20 1.214 -0.717 5.519
H17 -3.867 -1.465 1.945
H18 -2.205 5.216 2.575
C21 0.205 -1.389 6.455
C22 4.901 6.425 2.232
C23 0.497 2.394 5.135
H19 1.984 4.756 1.704
W1 -1.015 -0.129 0.254
H20 -4.670 1.488 -1.795
C24 0.000 -5.561 3.470
H21 2.486 -5.533 -0.377
C25 -1.070 -2.741 -1.533
C26 -0.050 -2.766 1.740
C27 -4.968 4.127 -0.348
C28 -0.737 6.707 -1.271
C29 -3.839 3.382 0.281
H22 -3.575 3.652 4.041
H23 3.736 -2.085 -0.428
N4 -0.631 -2.199 0.712
C30 0.158 6.270 -0.291
H24 -5.874 3.516 -0.300
S1 6.408 5.841 2.794
C31 0.348 2.807 -0.634
C32 -5.489 -1.013 0.602
C33 -1.178 2.513 2.583
N5 -0.489 0.173 2.274
H25 -1.661 -0.732 -4.551
C34 -0.499 1.378 2.942
C35 -0.338 6.198 1.009
H26 1.964 0.905 1.331
C36 -0.594 -3.139 -0.351
H27 -0.507 3.158 -1.189
H28 0.296 5.860 1.810
H29 2.081 6.401 2.365
C37 1.614 5.998 -0.643
Cl2 -4.051 7.616 0.744
H30 0.799 2.015 6.111
C38 0.351 -4.141 1.426
H31 -5.482 5.092 -2.222
H32 -5.800 -0.249 -0.113
C39 -2.034 7.101 -0.976
H33 1.309 3.708 3.597
C40 0.547 -0.047 4.362
C41 4.485 4.189 2.543
Cl3 -0.247 6.832 -2.937
C42 1.648 1.699 0.676
C43 1.865 4.660 -1.350
H34 -5.173 5.030 0.229
H35 -0.439 -4.726 4.021
H36 1.932 -1.454 5.153
H37 -1.109 3.360 3.250
C44 -1.836 0.322 -4.333
C45 3.956 5.446 2.125
H38 -0.086 0.581 -3.080
H39 1.391 -5.933 1.863
H40 -0.818 -6.117 3.012
H41 -2.683 7.463 -1.760
C46 1.868 -1.019 -0.961
H42 2.523 2.758 4.450
H43 -5.512 -1.974 0.091
C47 -2.973 -0.800 0.177
H44 -2.915 0.478 -4.288
H45 -4.555 3.606 -2.427
H46 2.928 4.606 -1.583
C48 5.788 4.254 2.925
H47 0.754 -2.642 3.729
H48 -1.443 0.909 -5.163
H49 -1.060 -3.372 -2.413
H50 6.419 3.454 3.276
H51 -0.480 -0.652 6.875
C49 -3.198 4.868 2.275
H52 1.986 -4.618 -1.790
H53 -0.342 -5.572 -1.573
H54 3.903 3.279 2.576
N6 0.802 -0.686 -0.653
H55 -5.034 4.225 3.236
H56 -0.393 -2.132 5.925
C50 1.590 3.309 4.574
C51 1.788 -5.522 -1.214
C52 0.337 -5.552 -0.719
N7 0.375 1.750 0.146
B1 3.302 -1.469 -1.377
H57 3.164 -2.175 -2.351
H58 1.780 4.148 5.243
H59 -1.964 6.573 2.362
H60 -0.420 2.966 5.303
C53 -1.625 6.593 1.335

Output
ΔE to the lowest compared entry with this formula, charge and spin	1.121	eV
HOMO-LUMO gap (alpha / beta)	5.700 / 5.699	eV
LUMO energy (alpha / beta)	-4.3 / -4.3	eV
HOMO level (alpha / beta)	-9.96 / -9.96	eV
total charge	+1
strongest force on any atom	1.8	eV/A

These are the Mulliken partial charges, in e, on atoms 1 to 99: number 1, H, carries 0.4027; number 2, C, carries -1.1808; number 3, H, carries 0.4331; number 4, H, carries 0.5926; number 5, H, carries 0.4040; number 6, H, carries 0.1502; number 7, C, carries 0.1845; number 8, N, carries 0.5903; number 9, C, carries -0.5803; number 10, C, carries -0.8479; number 11, C, carries 0.2956; number 12, H, carries 0.5823; number 13, C, carries 0.0175; number 14, Cl, carries -0.2042; number 15, N, carries -1.0866; number 16, N, carries 0.4042; number 17, C, carries 1.0022; number 18, H, carries 0.0086; number 19, H, carries 0.4037; number 20, C, carries 1.1039; number 21, C, carries 0.5754; number 22, O, carries -0.2688; number 23, H, carries -0.7749; number 24, H, carries 0.0633; number 25, C, carries 1.6944; number 26, C, carries -0.2860; number 27, H, carries 0.4959; number 28, H, carries 1.0878; number 29, H, carries 0.4317; number 30, C, carries -1.0896; number 31, H, carries 0.4940; number 32, C, carries -1.5136; number 33, C, carries -1.1263; number 34, C, carries 0.3359; number 35, H, carries 0.6070; number 36, C, carries 0.9120; number 37, H, carries -0.1414; number 38, C, carries -1.6394; number 39, C, carries 0.6849; number 40, C, carries -1.6133; number 41, C, carries -1.2663; number 42, H, carries 0.5715; number 43, H, carries -0.7567; number 44, C, carries -1.1868; number 45, C, carries 0.9418; number 46, C, carries -1.3635; number 47, H, carries -0.7108; number 48, W, carries 2.1137; number 49, H, carries 0.8168; number 50, C, carries -1.2159; number 51, H, carries 0.3090; number 52, C, carries -1.3938; number 53, C, carries 0.5286; number 54, C, carries -1.0487; number 55, C, carries 1.0612; number 56, C, carries 0.6158; number 57, H, carries 0.2733; number 58, H, carries -0.1266; number 59, N, carries -0.2358; number 60, C, carries -0.6466; number 61, H, carries 0.4522; number 62, S, carries -0.1729; number 63, C, carries -1.2840; number 64, C, carries -1.5013; number 65, C, carries -1.2145; number 66, N, carries 0.2205; number 67, H, carries 0.3387; number 68, C, carries -0.0599; number 69, C, carries 0.8692; number 70, H, carries 0.9605; number 71, C, carries 0.2736; number 72, H, carries 0.8066; number 73, H, carries 0.1124; number 74, H, carries 0.5762; number 75, C, carries -0.4965; number 76, Cl, carries -0.1905; number 77, H, carries 0.5466; number 78, C, carries 0.6385; number 79, H, carries 0.4327; number 80, H, carries 0.2723; number 81, C, carries -1.0289; number 82, H, carries -0.4100; number 83, C, carries 0.4792; number 84, C, carries -0.6739; number 85, Cl, carries -0.2134; number 86, C, carries -1.3753; number 87, C, carries -1.3682; number 88, H, carries 0.4341; number 89, H, carries 0.2733; number 90, H, carries 0.4634; number 91, H, carries 0.5251; number 92, C, carries -1.4934; number 93, C, carries -0.8843; number 94, H, carries 0.3956; number 95, H, carries 0.4216; number 96, H, carries 0.3431; number 97, H, carries 0.4885; number 98, C, carries -0.6181; number 99, H, carries 0.3432

- Which value of ΔE to the lowest compared entry with this formula, charge and spin does entry 1 give?
  3.943 eV

- Number 1 is which compound?
  C36H99N9O9

- Which of these has the highest strongest force on any atom?
  C36H99N9O9